1.
# C38H42IrN6SSe

A structure of composition C38H42IrN6SSe in a non-equilibrium geometry (wB97M-V/def2-TZVPD, the Open Molecules 2025 dataset).

Output
2S+1: 6
Lowest unoccupied orbital energy (spin up / spin down) in eV: -0.413 / -2.335
Energy above the lowest of the compared OMol25 structures with the same formula, charge and spin in kcal per mole: 60.6
HOMO energy (spin up / spin down) in eV: -5.4 / -7.3
Expectation value of S²: 8.793
Orbital gap (spin up / spin down) in Ha: 0.184 / 0.181
E in eV: -128043.729

CARTESIAN COORDINATES (ANGSTROEM)
Ir (-0.435, 1.484, -0.048)
C (-2.142, 2.575, 1.107)
C (-1.607, 3.823, 0.654)
C (-0.478, 4.136, 1.450)
C (-0.316, 3.121, 2.417)
C (-1.325, 2.136, 2.213)
C (-1.744, 1.095, 3.202)
C (0.705, 3.126, 3.500)
C (0.318, 5.387, 1.302)
C (-2.278, 4.764, -0.281)
C (-3.551, 2.142, 0.860)
H (-2.348, 0.330, 2.722)
H (-2.347, 1.556, 3.988)
H (-0.885, 0.619, 3.667)
H (0.633, 4.045, 4.078)
H (1.711, 3.065, 3.087)
H (0.562, 2.291, 4.176)
H (-0.259, 6.244, 1.658)
H (0.552, 5.573, 0.253)
H (1.241, 5.333, 1.873)
H (-2.487, 5.699, 0.239)
H (-3.211, 4.350, -0.650)
H (-1.647, 4.994, -1.136)
H (-4.222, 2.737, 1.483)
H (-3.706, 1.096, 1.107)
H (-3.841, 2.287, -0.179)
C (0.907, -5.289, -1.263)
C (1.876, -5.054, -0.147)
C (2.819, -5.995, 0.230)
C (3.694, -5.750, 1.276)
C (3.623, -4.557, 1.973)
C (2.685, -3.605, 1.619)
C (1.823, -3.842, 0.553)
N (0.832, -2.918, 0.187)
C (0.881, -1.544, 0.321)
N (2.108, -1.031, 0.170)
C (2.583, 0.288, 0.171)
C (1.745, 1.398, 0.276)
C (2.380, 2.638, 0.354)
C (3.755, 2.780, 0.308)
C (4.554, 1.666, 0.135)
C (3.983, 0.410, 0.066)
C (4.871, -0.794, -0.116)
N (-0.206, -0.850, 0.497)
C (-1.403, -1.559, 0.625)
C (-2.216, -1.631, -0.634)
C (-3.654, -2.133, -0.452)
C (-3.741, -3.166, 0.646)
C (-2.879, -3.157, 1.669)
C (-1.724, -2.294, 1.719)
C (-0.845, -2.355, 2.934)
H (1.163, -6.185, -1.819)
H (0.907, -4.438, -1.942)
H (-0.106, -5.406, -0.874)
H (2.875, -6.933, -0.301)
H (4.421, -6.494, 1.558)
H (4.287, -4.367, 2.803)
H (2.591, -2.690, 2.187)
H (-0.102, -3.301, 0.119)
H (2.820, -1.722, -0.022)
H (1.792, 3.536, 0.436)
H (4.205, 3.760, 0.373)
H (5.626, 1.769, 0.042)
H (5.902, -0.465, -0.233)
H (4.607, -1.362, -1.013)
H (4.828, -1.460, 0.750)
H (-1.701, -2.339, -1.301)
H (-4.014, -2.535, -1.408)
H (-4.583, -3.839, 0.620)
H (-2.994, -3.860, 2.482)
H (-1.451, -2.361, 3.839)
H (-0.170, -1.503, 2.953)
H (-0.247, -3.269, 2.934)
C (-2.673, 2.178, -6.215)
C (-1.479, 1.832, -5.385)
C (-0.572, 0.837, -5.759)
C (0.439, 0.554, -4.855)
N (0.573, 1.197, -3.712)
C (-0.314, 2.157, -3.462)
S (-0.101, 3.075, -2.012)
N (-1.333, 2.493, -4.248)
H (-2.479, 2.032, -7.275)
H (-2.971, 3.206, -6.027)
H (-3.497, 1.526, -5.923)
H (-0.669, 0.306, -6.691)
H (1.174, -0.221, -5.036)
Se (-2.103, 0.100, -1.641)
C (-4.604, -1.109, -0.072)
N (-5.396, -0.359, 0.271)

Atom charges from the Löwdin analysis, given in e for atoms 1 to 2:
1. Ir 1.01
2. C -0.37


2.
# C38H42N3

A cluster of 2 separate species, C38H42N3 in total in a non-equilibrium geometry (wB97M-V/def2-TZVPD, the Open Molecules 2025 dataset).

Output
Net charge: +1
Lowest unoccupied orbital energy in eV: -4.585
Energy above the lowest of the compared OMol25 structures with the same formula, charge and spin in kcal per mole: 0.0
HOMO energy in eV: -10.0
Orbital gap in Ha: 0.200
E in eV: -44551.997

CARTESIAN COORDINATES (ANGSTROEM)
C (6.526, -0.168, -1.272)
C (5.089, -0.596, -1.311)
C (4.598, -1.489, -0.355)
C (3.260, -1.877, -0.332)
C (2.808, -2.771, 0.780)
C (2.394, -1.372, -1.320)
N (1.039, -1.811, -1.356)
C (-0.062, -1.033, -1.297)
N (-1.140, -1.846, -1.157)
C (-2.454, -1.397, -0.898)
C (-2.900, -0.196, -1.488)
C (-1.984, 0.644, -2.310)
C (-4.219, 0.211, -1.284)
C (-5.088, -0.505, -0.457)
C (-6.489, -0.023, -0.222)
C (-4.613, -1.669, 0.151)
C (-3.291, -2.092, 0.001)
C (-2.793, -3.192, 0.885)
C (-0.795, -3.259, -1.416)
C (0.699, -3.238, -1.573)
C (2.856, -0.464, -2.285)
C (1.928, 0.092, -3.314)
C (4.205, -0.099, -2.275)
H (6.762, 0.463, -2.135)
H (6.745, 0.407, -0.359)
H (7.201, -1.034, -1.276)
H (5.277, -1.884, 0.405)
H (1.724, -2.896, 0.820)
H (3.274, -3.765, 0.700)
H (3.123, -2.354, 1.749)
H (-2.405, 1.649, -2.452)
H (-1.008, 0.745, -1.797)
H (-1.798, 0.211, -3.307)
H (-4.576, 1.114, -1.786)
H (-6.972, -0.621, 0.558)
H (-6.502, 1.029, 0.096)
H (-7.099, -0.094, -1.134)
H (-5.281, -2.236, 0.805)
H (-3.396, -3.231, 1.803)
H (-2.885, -4.181, 0.413)
H (-1.758, -3.029, 1.205)
H (-1.094, -3.897, -0.590)
H (-1.299, -3.613, -2.321)
H (1.012, -3.556, -2.574)
H (1.213, -3.860, -0.842)
H (2.438, 0.883, -3.880)
H (1.597, -0.669, -4.037)
H (1.033, 0.522, -2.846)
H (4.574, 0.599, -3.029)
C (-2.785, 4.070, -0.519)
C (-2.501, 2.939, 0.376)
N (-3.446, 2.447, 1.213)
C (-2.934, 1.403, 1.983)
C (-1.584, 1.233, 1.613)
C (-0.877, 0.137, 2.090)
C (-1.519, -0.738, 2.973)
C (-2.870, -0.563, 3.321)
C (-3.603, 0.512, 2.808)
C (-1.287, 2.230, 0.585)
C (-0.055, 2.387, -0.065)
C (1.199, 2.313, 0.612)
C (1.324, 2.357, 2.034)
C (2.549, 2.159, 2.646)
C (3.707, 1.962, 1.883)
C (5.008, 1.696, 2.572)
C (3.628, 2.085, 0.488)
C (2.406, 2.261, -0.136)
H (-1.842, 4.536, -0.821)
H (-3.324, 3.748, -1.425)
H (-3.403, 4.818, 0.000)
H (-4.395, 2.807, 1.276)
H (0.151, -0.004, 1.758)
H (-0.957, -1.572, 3.402)
H (-3.354, -1.279, 3.987)
H (-4.662, 0.674, 3.012)
H (-0.055, 2.766, -1.090)
H (0.446, 2.570, 2.646)
H (2.623, 2.173, 3.735)
H (5.786, 1.398, 1.860)
H (5.363, 2.588, 3.109)
H (4.899, 0.897, 3.318)
H (4.548, 2.061, -0.102)
H (2.346, 2.374, -1.222)

Atom charges from the Löwdin analysis, given in e for atoms 1 to 2:
1. C -0.05
2. C -0.28